{"formula": "C22H36AlBBr2CaILi2N5O12S2", "method": "wB97M-V/def2-TZVPD", "symbols": ["C", "C", "C", "C", "C", "C", "C", "C", "C", "C", "N", "C", "C", "C", "C", "C", "N", "C", "C", "B", "N", "O", "N", "C", "C", "C", "I", "C", "C", "H", "H", "H", "H", "H", "H", "H", "H", "H", "H", "H", "H", "H", "H", "H", "H", "H", "H", "H", "H", "H", "H", "H", "H", "H", "H", "H", "H", "H", "H", "H", "H", "H", "H", "H", "H", "Li", "Br", "O", "S", "O", "O", "O", "Al", "N", "O", "O", "O", "O", "S", "O", "O", "O", "Ca", "Li", "Br"], "positions_angstrom": [[-2.22, 3.05, 5.61], [-0.89, 3.06, 4.67], [0.03, 1.81, 5.18], [0.33, 0.92, 3.88], [-0.99, 0.18, 3.27], [-0.43, -0.72, 2.04], [-1.53, -1.00, 0.91], [-0.99, -0.95, -0.61], [0.51, -1.43, -0.73], [1.30, -1.42, -2.05], [2.70, -1.81, -2.15], [3.09, -2.95, -1.29], [4.75, -3.01, -1.36], [5.32, -3.06, -2.88], [6.62, -2.07, -2.97], [0.49, -0.88, -3.32], [1.31, -0.88, -4.51], [0.54, -0.34, -5.57], [-0.91, 0.16, -5.53], [-1.60, 0.79, -6.86], [-1.26, 0.33, -8.26], [-2.54, 1.90, -6.75], [-1.66, 0.09, -4.35], [-1.01, -0.43, -3.20], [-1.84, -0.46, -1.84], [-3.34, -0.04, -1.59], [-4.64, 0.38, -3.28], [-4.21, -0.98, -0.60], [-5.72, -1.31, -0.95], [-2.51, 1.95, 5.73], [-1.89, 3.49, 6.64], [-3.02, 3.69, 5.11], [-0.29, 4.02, 4.83], [-1.11, 2.93, 3.56], [1.04, 2.24, 5.52], [-0.42, 1.23, 6.06], [0.78, 1.57, 3.04], [1.08, 0.07, 4.08], [-1.37, -0.55, 4.07], [-1.79, 0.93, 2.93], [0.50, -0.15, 1.65], [0.01, -1.71, 2.47], [-2.06, -2.00, 1.09], [-2.26, -0.10, 0.98], [1.10, -1.82, 0.18], [3.28, -0.96, -1.98], [2.83, -2.85, -0.15], [2.74, -3.99, -1.62], [5.18, -3.82, -0.67], [5.11, -2.00, -0.91], [4.55, -2.78, -3.69], [5.72, -4.16, -3.03], [6.22, -1.07, -3.40], [7.05, -1.82, -1.93], [7.50, -2.51, -3.58], [1.09, -0.25, -6.59], [-1.41, 1.17, -8.87], [-0.22, 0.23, -8.23], [-2.05, 2.70, -6.42], [-3.27, 0.99, -1.05], [-3.69, -2.00, -0.38], [-4.23, -0.45, 0.43], [-6.12, -1.94, -0.06], [-5.88, -2.01, -1.85], [-6.43, -0.41, -0.97], [1.01, 2.78, 1.58], [4.24, -2.66, 0.81], [-9.32, -4.08, 0.54], [-8.24, -4.55, -0.35], [-6.97, -4.56, 0.40], [-8.12, -3.63, -1.50], [-8.55, -5.90, -0.82], [-0.92, 0.43, -10.29], [0.34, 6.31, 5.76], [0.20, 6.32, 4.52], [1.37, 5.81, 6.27], [-0.55, 6.78, 6.50], [6.31, 5.02, 5.39], [4.96, 5.12, 5.97], [4.69, 3.94, 6.80], [3.97, 5.20, 4.88], [4.87, 6.34, 6.79], [5.52, -4.91, -4.81], [-0.45, 3.43, 7.19], [8.68, -3.95, -3.51]], "relative_energy_kj_mol": 828.47, "total_energy_ev": -251363.5220, "max_force_ha_per_bohr": 0.2202, "e_lumo_ev": -4.26}

{"formula": "C22H36AsN3PS9Tc", "method": "wB97M-V/def2-TZVPD", "symbols": ["Tc", "S", "C", "S", "C", "C", "S", "S", "S", "S", "As", "S", "S", "S", "C", "C", "C", "C", "P", "C", "C", "C", "C", "C", "C", "C", "C", "C", "C", "H", "H", "H", "H", "H", "H", "H", "H", "H", "H", "H", "H", "H", "H", "H", "H", "H", "H", "H", "H", "H", "H", "H", "C", "N", "C", "C", "N", "N", "C", "C", "H", "H", "H", "H", "H", "H", "H", "H", "H", "H", "H", "H", "H"], "positions_angstrom": [[-2.11, -0.76, -0.73], [-2.41, 6.07, -3.30], [-2.19, 4.54, -2.78], [-2.55, 3.14, -3.76], [-2.19, 1.92, -2.54], [-1.73, 2.40, -1.35], [-1.36, 1.40, -0.03], [-1.59, 4.15, -1.20], [-2.43, 0.26, -2.87], [-3.01, -4.40, 1.66], [-3.02, -4.42, -0.45], [-3.72, -2.36, -1.15], [-0.34, -2.21, -1.20], [-0.79, -4.21, -1.07], [3.41, -2.18, -1.68], [3.01, -0.79, -2.18], [2.22, -0.99, -3.48], [4.25, 0.06, -2.47], [1.74, -0.02, -0.97], [1.83, 1.73, -1.53], [2.49, 2.82, -0.97], [2.38, 4.08, -1.53], [1.62, 4.29, -2.67], [0.96, 3.21, -3.24], [1.05, 1.96, -2.66], [2.47, -0.08, 0.79], [1.57, 0.85, 1.61], [3.94, 0.29, 0.96], [2.26, -1.50, 1.33], [3.89, -2.74, -2.49], [2.52, -2.73, -1.38], [4.11, -2.14, -0.86], [2.77, -1.65, -4.15], [2.06, -0.04, -4.00], [1.25, -1.44, -3.27], [4.83, -0.43, -3.25], [4.88, 0.17, -1.59], [3.97, 1.05, -2.83], [3.10, 2.71, -0.08], [2.90, 4.91, -1.07], [1.56, 5.28, -3.10], [0.35, 3.35, -4.12], [0.48, 1.15, -3.08], [1.53, 1.86, 1.20], [1.94, 0.92, 2.64], [0.55, 0.47, 1.64], [4.19, 1.24, 0.49], [4.59, -0.48, 0.54], [4.17, 0.37, 2.03], [1.33, -1.92, 0.96], [2.23, -1.49, 2.42], [3.07, -2.17, 1.03], [-2.98, -1.05, 4.77], [-2.36, -1.55, 3.57], [-1.12, -2.27, 3.75], [-2.79, -1.20, 2.33], [-1.99, -1.22, 1.30], [-4.09, -0.75, 2.27], [-5.13, -1.65, 2.71], [-4.53, 0.19, 1.27], [-2.22, -0.55, 5.38], [-3.41, -1.86, 5.36], [-3.75, -0.34, 4.52], [-1.14, -2.75, 4.73], [-0.25, -1.61, 3.69], [-1.04, -3.07, 3.01], [-1.03, -1.45, 1.58], [-4.69, -2.53, 3.18], [-5.72, -1.99, 1.85], [-5.81, -1.15, 3.41], [-3.75, 0.92, 1.07], [-5.40, 0.71, 1.67], [-4.82, -0.30, 0.33]], "total_charge": -1, "total_energy_ev": -197716.5456, "multiplicity": 2, "max_force_ha_per_bohr": 0.0407, "e_lumo_ev": [1.13, 0.73]}

{"formula": "C22H36AsN3PS9Tc", "method": "wB97M-V/def2-TZVPD", "symbols": ["Tc", "S", "C", "S", "C", "C", "S", "S", "S", "S", "As", "S", "S", "S", "C", "C", "C", "C", "P", "C", "C", "C", "C", "C", "C", "C", "C", "C", "C", "H", "H", "H", "H", "H", "H", "H", "H", "H", "H", "H", "H", "H", "H", "H", "H", "H", "H", "H", "H", "H", "H", "H", "C", "N", "C", "C", "N", "N", "C", "C", "H", "H", "H", "H", "H", "H", "H", "H", "H", "H", "H", "H", "H"], "positions_angstrom": [[0.80, 1.89, -0.01], [5.29, 1.64, 5.81], [4.28, 1.77, 4.52], [4.80, 1.90, 2.88], [3.23, 1.95, 2.12], [2.18, 1.91, 2.95], [0.52, 1.94, 2.42], [2.56, 1.79, 4.65], [3.11, 2.07, 0.37], [3.18, 5.27, -2.21], [1.27, 4.45, -2.05], [1.37, 2.17, -2.25], [0.59, 4.25, 0.06], [-0.25, 5.19, -3.30], [-0.71, -1.26, -2.16], [0.59, -1.82, -1.57], [0.62, -3.35, -1.73], [1.79, -1.30, -2.39], [0.81, -1.08, 0.16], [2.35, -1.94, 0.70], [2.38, -3.27, 1.13], [3.57, -3.88, 1.49], [4.77, -3.18, 1.43], [4.76, -1.87, 0.99], [3.56, -1.25, 0.63], [-0.53, -1.74, 1.35], [-1.69, -0.74, 1.35], [0.06, -1.76, 2.77], [-1.18, -3.10, 1.06], [-0.75, -1.48, -3.23], [-0.77, -0.18, -2.04], [-1.59, -1.71, -1.68], [0.56, -3.56, -2.80], [-0.20, -3.86, -1.25], [1.56, -3.77, -1.37], [1.65, -1.61, -3.44], [2.73, -1.73, -2.04], [1.88, -0.22, -2.38], [1.47, -3.85, 1.19], [3.56, -4.91, 1.82], [5.70, -3.65, 1.72], [5.68, -1.30, 0.93], [3.58, -0.23, 0.28], [-1.37, 0.23, 1.72], [-2.47, -1.12, 2.02], [-2.12, -0.60, 0.36], [0.60, -0.84, 3.00], [0.73, -2.60, 2.93], [-0.77, -1.85, 3.48], [-1.76, -3.09, 0.14], [-1.89, -3.29, 1.88], [-0.49, -3.94, 1.02], [-4.75, 3.02, -0.84], [-3.76, 2.21, -0.12], [-3.76, 2.46, 1.31], [-2.57, 1.89, -0.76], [-1.43, 2.02, -0.17], [-2.72, 1.45, -2.04], [-3.84, 0.63, -2.44], [-1.80, 1.85, -3.11], [-4.76, 4.04, -0.45], [-5.75, 2.60, -0.75], [-4.49, 3.08, -1.89], [-4.78, 2.39, 1.69], [-3.37, 3.46, 1.56], [-3.16, 1.71, 1.83], [-1.56, 2.59, 0.65], [-4.42, 0.32, -1.57], [-3.47, -0.27, -2.94], [-4.50, 1.15, -3.14], [-1.23, 2.73, -2.83], [-2.41, 2.12, -3.98], [-1.12, 1.06, -3.39]], "relative_energy_kj_mol": 31.33, "total_charge": -1, "total_energy_ev": -197717.3121, "multiplicity": 4, "max_force_ha_per_bohr": 0.0137, "e_lumo_ev": [2.00, 1.28]}

{"formula": "C22H36BCoN8O2S", "method": "wB97M-V/def2-TZVPD", "symbols": ["Co", "C", "C", "C", "C", "N", "N", "B", "N", "C", "C", "C", "C", "N", "N", "C", "C", "C", "C", "N", "N", "C", "C", "C", "C", "N", "H", "H", "H", "H", "H", "H", "H", "H", "H", "H", "H", "H", "H", "H", "H", "H", "H", "H", "H", "H", "C", "C", "O", "C", "C", "H", "H", "H", "H", "H", "H", "H", "H", "H", "H", "C", "S", "C", "O", "H", "H", "H", "H", "H", "H"], "positions_angstrom": [[10.94, 8.81, 12.98], [9.31, 5.92, 11.76], [10.44, 6.55, 11.01], [11.04, 6.19, 9.76], [12.03, 7.16, 9.52], [11.99, 8.06, 10.48], [11.03, 7.67, 11.46], [12.75, 9.40, 10.64], [13.46, 9.41, 12.01], [14.50, 10.20, 12.45], [14.54, 10.16, 13.85], [13.48, 9.24, 14.20], [13.22, 8.72, 15.59], [12.85, 8.82, 13.09], [11.64, 10.59, 10.79], [11.16, 11.60, 10.02], [9.85, 11.92, 10.47], [9.62, 11.01, 11.55], [8.44, 10.78, 12.36], [10.69, 10.31, 11.79], [13.80, 9.71, 9.53], [14.87, 8.82, 9.23], [15.39, 9.16, 8.04], [14.72, 10.34, 7.65], [14.92, 11.26, 6.50], [13.66, 10.55, 8.46], [8.35, 6.60, 11.70], [9.49, 5.69, 12.80], [9.06, 5.00, 11.21], [10.96, 5.23, 9.25], [12.68, 7.22, 8.67], [15.27, 10.58, 11.73], [15.31, 10.61, 14.43], [14.03, 8.01, 15.90], [12.20, 8.28, 15.75], [13.28, 9.60, 16.27], [11.78, 11.98, 9.25], [9.15, 12.63, 10.02], [7.46, 11.17, 12.04], [8.64, 11.35, 13.28], [8.35, 9.68, 12.56], [15.08, 7.90, 9.78], [16.29, 8.71, 7.58], [15.74, 10.92, 5.83], [15.18, 12.27, 6.84], [13.98, 11.29, 5.93], [6.66, 13.46, 13.80], [5.56, 12.92, 12.97], [5.54, 11.50, 12.97], [4.37, 11.09, 12.19], [3.66, 9.91, 12.88], [7.64, 13.17, 13.45], [6.57, 13.36, 14.92], [6.69, 14.55, 13.76], [5.54, 13.29, 11.92], [4.55, 13.24, 13.40], [4.77, 10.71, 11.25], [3.66, 11.92, 12.23], [4.18, 8.97, 13.07], [2.91, 9.67, 12.19], [3.17, 10.29, 13.83], [7.68, 8.95, 15.88], [9.39, 8.50, 16.12], [9.42, 6.63, 16.31], [9.94, 8.55, 14.66], [7.59, 10.04, 15.99], [7.01, 8.48, 16.60], [7.41, 8.71, 14.88], [8.99, 6.33, 17.26], [10.51, 6.37, 16.33], [8.90, 6.15, 15.49]], "relative_energy_kj_mol": 13.50, "total_charge": 3, "total_energy_ev": -88523.5352, "multiplicity": 6, "max_force_ha_per_bohr": 0.0893, "e_lumo_ev": [-8.40, -12.46]}